No. 1
Formula: C2H7NS2
Source: OMol25
Level of theory: ωB97M-V/def2-TZVPD

Summary:
energy above the lowest of the compared OMol25 structures with the same formula, charge and spin: 22.5 kcal per mole
orbital gap: 8.2 eV
net charge: 0
HOMO level: -8.2315 eV
SMILES string: C=CN.SS

Structure (XYZ):
```
12
C2H7NS2, DFT ωB97M-V/def2-TZVPD
C -2.71 -0.04 -0.29
C -1.41 -0.19 -0.08
N -0.52 -1.10 -0.65
H -3.21 -0.69 -1.01
H -3.41 0.59 0.22
H -0.96 0.42 0.70
H -0.58 -1.23 -1.64
H 0.40 -1.00 -0.29
S 2.64 0.38 1.79
S 3.35 0.12 -0.17
H 3.46 1.41 1.97
H 2.94 1.34 -0.54
```

Atomic partial charges in e from the Löwdin method, atoms 1 to 6: -0.039 -0.313 0.044 0.044 0.033 0.093

=====

No. 2
Formula: C2H7NS2
Source: OMol25
Level of theory: ωB97M-V/def2-TZVPD

Summary:
energy above the lowest of the compared OMol25 structures with the same formula, charge and spin: 89.5 kcal per mole
orbital gap: 8.6 eV
net charge: 0
HOMO level: -8.4931 eV

Structure (XYZ):
```
12
C2H7NS2, DFT ωB97M-V/def2-TZVPD
C 0.64 0.47 1.79
C 0.93 -0.92 1.28
N -0.88 1.08 -1.72
S 0.82 -2.20 2.19
S -0.91 -0.34 -2.31
H 1.57 0.86 2.15
H -0.01 0.30 2.75
H 0.43 1.21 1.07
H 1.31 -1.07 0.27
H -1.48 1.35 -0.95
H -0.32 -0.14 -3.57
H -2.08 -0.62 -2.96
```

Atomic partial charges in e from the Löwdin method, atoms 1 to 6: -0.174 -0.768 -0.542 0.687 0.717 0.060

=====

No. 3
Formula: C2H7NS2
Source: OMol25
Level of theory: ωB97M-V/def2-TZVPD

Summary:
energy above the lowest of the compared OMol25 structures with the same formula, charge and spin: 30.6 kcal per mole
orbital gap: 8.2 eV
net charge: 0
HOMO level: -7.9496 eV
SMILES string: C=CN.SS

Structure (XYZ):
```
12
C2H7NS2, DFT ωB97M-V/def2-TZVPD
C 1.78 -1.52 0.52
C 1.83 -0.45 1.34
N 0.89 -0.04 2.25
H 0.82 -2.01 0.39
H 2.66 -2.10 0.30
H 2.70 0.21 1.31
H 0.00 -0.47 2.37
H 1.27 0.41 3.07
S -0.55 0.92 -1.81
S -1.58 0.05 -0.22
H 0.44 1.36 -1.00
H -1.76 -1.22 -0.66
```

Atomic partial charges in e from the Löwdin method, atoms 1 to 6: -0.050 -0.324 0.025 0.025 0.036 0.102

=====

No. 4
Formula: C2H7NS2
Source: OMol25
Level of theory: ωB97M-V/def2-TZVPD

Summary:
energy above the lowest of the compared OMol25 structures with the same formula, charge and spin: 16.5 kcal per mole
orbital gap: 8.9 eV
net charge: 0
HOMO level: -8.5934 eV
SMILES string: C=CN.SS

Structure (XYZ):
```
12
C2H7NS2, DFT ωB97M-V/def2-TZVPD
C 1.99 0.78 -1.18
C 2.17 -0.44 -0.67
N 2.21 -0.73 0.69
H 1.91 1.68 -0.58
H 2.08 0.92 -2.25
H 2.34 -1.28 -1.32
H 1.88 0.02 1.27
H 1.84 -1.63 0.95
S -2.07 -0.36 -0.52
S -1.10 0.59 1.06
H -1.18 -1.33 -0.67
H -0.08 1.01 0.29
```

Atomic partial charges in e from the Löwdin method, atoms 1 to 6: -0.050 -0.313 0.037 0.046 0.042 0.103

=====

No. 5
Formula: C2H7O
Source: OMol25
Level of theory: ωB97M-V/def2-TZVPD

Summary:
energy above the lowest of the compared OMol25 structures with the same formula, charge and spin: 7.0 kcal per mole
orbital gap: 6.3 eV
net charge: -1
HOMO level: -2.0493 eV

Structure (XYZ):
```
10
C2H7O, DFT ωB97M-V/def2-TZVPD
O -2.21 1.23 0.33
H -1.76 2.04 0.38
C 1.79 -0.48 0.09
C 0.37 -0.85 -0.44
H 2.25 -1.35 0.55
H 2.44 -0.08 -0.67
H 1.77 0.35 0.89
H 0.55 -1.23 -1.46
H -0.29 0.00 -0.49
H -0.21 -1.54 0.25
```

Atomic partial charges in e from the Löwdin method, atoms 1 to 6: -0.645 -0.259 -0.195 -0.177 0.033 0.030

=====

No. 6
Formula: C2H7O
Source: OMol25
Level of theory: ωB97M-V/def2-TZVPD

Summary:
energy above the lowest of the compared OMol25 structures with the same formula, charge and spin: 8.7 kcal per mole
orbital gap: 7.0 eV
net charge: -1
HOMO level: -2.0865 eV

Structure (XYZ):
```
10
C2H7O, DFT ωB97M-V/def2-TZVPD
C -0.70 0.57 -1.36
O 0.49 -0.08 -1.37
H -0.75 1.48 -0.71
H -1.05 0.91 -2.36
H -1.52 -0.10 -0.96
C 0.69 -0.55 1.38
H 0.90 0.47 1.72
H 0.66 -0.56 0.22
H -0.25 -0.94 1.79
H 1.53 -1.20 1.65
```

Atomic partial charges in e from the Löwdin method, atoms 1 to 6: -0.491 -0.449 0.030 0.025 0.034 -0.104

=====

No. 7
Formula: C2H7O
Source: OMol25
Level of theory: ωB97M-V/def2-TZVPD

Summary:
energy above the lowest of the compared OMol25 structures with the same formula, charge and spin: 25.0 kcal per mole
orbital gap: 10.6 eV
net charge: +1
HOMO level: -15.2980 eV

Structure (XYZ):
```
10
C2H7O, DFT ωB97M-V/def2-TZVPD
O 1.12 0.62 -1.42
H 1.33 1.47 -1.11
H 0.29 0.91 -1.86
H 0.75 -0.06 -0.74
C -0.36 -1.06 0.78
C -0.94 0.21 0.92
H -0.68 -1.85 0.02
H 0.42 -1.55 1.59
H -1.63 0.53 0.22
H -0.31 0.78 1.60
```

Atomic partial charges in e from the Löwdin method, atoms 1 to 6: 0.314 0.150 0.191 0.148 -0.092 -0.029

=====

No. 8
Formula: C2H7O2
Source: OMol25
Level of theory: ωB97M-V/def2-TZVPD

Summary:
energy above the lowest of the compared OMol25 structures with the same formula, charge and spin: 15.1 kcal per mole
orbital gap (spin up / spin down): 11.7 / 8.6 eV
2S+1: 2
net charge: 0
HOMO level (spin up / spin down): -10.7967 / -10.7546 eV

Structure (XYZ):
```
11
C2H7O2, DFT ωB97M-V/def2-TZVPD
O 2.05 0.81 -1.69
H 1.60 1.61 -1.38
C -0.19 0.13 0.26
O 1.11 -0.28 0.49
C -1.32 -0.78 0.70
H -0.25 1.03 0.91
H -0.26 0.38 -0.80
H 1.92 0.28 -0.85
H -0.85 -1.39 1.47
H -2.27 -0.34 1.06
H -1.56 -1.43 -0.18
```

Atomic partial charges in e from the Löwdin method, atoms 1 to 6: -0.107 0.023 -0.350 0.010 -0.078 0.154

=====

No. 9
Formula: C2H7O2
Source: OMol25
Level of theory: ωB97M-V/def2-TZVPD

Summary:
energy above the lowest of the compared OMol25 structures with the same formula, charge and spin: 46.6 kcal per mole
orbital gap: 12.4 eV
net charge: +1
HOMO level: -17.4495 eV

Structure (XYZ):
```
11
C2H7O2, DFT ωB97M-V/def2-TZVPD
C -0.51 1.42 1.00
C -0.56 -0.52 -0.38
O 1.23 -1.35 -0.56
O -0.80 0.00 0.78
H -0.76 2.03 0.26
H -0.95 1.80 1.91
H 0.61 1.41 1.15
H 1.71 -0.66 -1.17
H -1.02 -1.48 -0.47
H -0.48 -0.08 -1.39
H 1.88 -1.97 -0.19
```

Atomic partial charges in e from the Löwdin method, atoms 1 to 6: 0.040 0.066 -0.003 -0.003 0.056 0.117

=====

No. 10
Formula: C2H7O2P
Source: OMol25
Level of theory: ωB97M-V/def2-TZVPD

Summary:
energy above the lowest of the compared OMol25 structures with the same formula, charge and spin: 111.4 kcal per mole
orbital gap (spin up / spin down): 8.1 / 7.6 eV
net charge: 0
HOMO level (spin up / spin down): -7.9715 / -8.1838 eV

Structure (XYZ):
```
12
C2H7O2P, DFT ωB97M-V/def2-TZVPD
C 1.89 -0.13 0.43
C -1.95 -1.21 -0.13
O 2.00 1.11 -0.08
O -2.14 -0.18 0.81
P 1.40 2.29 -0.92
H -1.68 0.62 0.50
H 0.93 -0.57 0.22
H 2.64 -0.60 1.07
H -2.56 -0.95 -1.00
H -2.37 -2.17 0.36
H -0.85 -1.12 -0.29
H 2.67 2.92 -0.98
```

Atomic partial charges in e from the Löwdin method, atoms 1 to 6: -0.040 -0.165 -0.635 -0.167 0.749 0.079

=====

No. 11
Formula: C2H7O2PS2
Source: OMol25
Level of theory: ωB97M-V/def2-TZVPD

Summary:
orbital gap (spin up / spin down): 4.8 / 6.0 eV
2S+1: 3
net charge: 0
HOMO level (spin up / spin down): -4.2910 / -9.2847 eV

Structure (XYZ):
```
14
C2H7O2PS2, DFT ωB97M-V/def2-TZVPD
C -0.93 -1.27 -0.91
C 0.58 0.02 0.35
O 1.95 1.79 1.74
O -0.45 0.02 -0.60
P 1.04 1.80 0.41
S 1.93 2.57 -1.14
S -0.73 2.76 1.06
H -1.71 -1.13 -1.65
H -1.34 -1.76 -0.02
H -0.13 -1.89 -1.33
H 1.44 -0.58 0.02
H 0.25 -0.33 1.34
H 2.53 2.55 1.79
H -1.17 2.91 -0.18
```

Atomic partial charges in e from the Löwdin method, atoms 1 to 6: -0.104 -0.389 -0.292 -0.291 -0.043 0.399

=====

No. 12
Formula: C2H7O3P
Source: OMol25
Level of theory: ωB97M-V/def2-TZVPD

Summary:
energy above the lowest of the compared OMol25 structures with the same formula, charge and spin: 49.4 kcal per mole
orbital gap: 8.5 eV
net charge: 0
HOMO level: -8.4660 eV

Structure (XYZ):
```
13
C2H7O3P, DFT ωB97M-V/def2-TZVPD
C 0.80 -0.72 -0.43
C 1.55 0.20 0.44
O -1.46 -1.06 -1.91
O -2.74 0.07 0.37
O -0.91 1.32 -1.21
P -0.80 -0.19 -0.77
H 0.93 -1.82 -0.36
H 2.55 -0.08 0.30
H 1.18 -0.01 1.37
H 1.29 1.32 0.18
H -2.38 -0.92 -1.90
H -2.75 -0.53 1.09
H -1.80 1.59 -0.81
```

Atomic partial charges in e from the Löwdin method, atoms 1 to 6: -0.285 -0.188 -0.135 -0.340 -0.171 0.756

=====

Number 1: DFT total energy -931.487745 a.u.. Number 2: DFT total energy -931.380981 a.u.. Number 3: DFT total energy -931.474835 a.u.. Number 4: DFT total energy -931.497344 a.u.. Number 5: DFT total energy -155.596526 a.u.. Number 6: DFT total energy -155.593813 a.u.. Number 7: DFT total energy -155.255569 a.u.. Number 8: DFT total energy -230.780150 a.u.. Number 9: DFT total energy -230.526529 a.u.. Number 10: DFT total energy -572.074975 a.u.. Number 11: DFT total energy -1368.478377 a.u.. Number 12: DFT total energy -647.424823 a.u..